Record 1
Here is 20 unconnected molecules or ions with the total composition C32H107N31O20 in a non-equilibrium geometry from the OMol25 dataset. Energies are from ωB97M-V with the def2-TZVPD basis set.

The geometry in ORCA input format:
```
! RIJCOSX wB97M-V def2-TZVPD def2/J DEFGRID3
* xyz 0 1
O 0.82230 -2.40627 3.24219
O -2.56493 5.34371 -0.45499
O 0.02563 -4.04234 -2.64723
O 4.62127 -5.61613 -2.42651
O -3.66032 -1.29092 1.84941
O 4.47326 -1.07642 -3.80344
O -3.69028 -0.83240 -3.06068
O 0.69496 -0.04560 0.54531
O 4.54136 0.43733 2.36214
O -3.98746 4.98911 7.19759
O 0.05830 -0.26960 5.18509
O -1.84938 -6.24586 -1.14946
O 1.44239 -5.64012 0.62476
O 4.17652 -3.26642 0.60969
O -3.41653 -4.41174 -2.32647
O -4.35219 2.84294 -2.63243
O 0.91608 2.14448 -3.70581
O 3.29001 2.14708 -1.22970
O -4.93764 3.10484 3.12319
O -0.66461 -1.00014 -6.05590
N 4.26100 2.63410 2.87054
N -3.75513 -1.98524 -1.16192
N 4.63809 -4.32805 -4.29665
N -2.26021 -2.71630 2.96885
N 0.71418 -3.33463 -4.66969
N 3.73589 1.03258 -4.43010
N -4.22829 3.83172 -4.68060
N 2.52668 1.43857 1.95462
N 2.37249 -3.94139 2.77783
N -3.20281 1.61271 3.34328
N -0.16623 -0.91928 -1.39384
N 2.98964 -1.90251 3.71206
N 1.57685 -1.91058 -0.31019
N 1.86831 -6.03063 -1.62156
N 0.48089 0.95662 -6.16931
N 4.74773 5.47281 -0.86458
N -0.98969 3.40275 -3.12521
N -1.77990 0.85493 -6.80947
N -4.96174 1.23429 1.94345
N -1.47960 -2.91635 -3.97684
N -1.90881 3.05587 0.58091
N 0.42219 2.53408 -1.51978
N 3.88232 -3.47790 -2.30392
N -1.33980 -0.88429 2.04566
N 2.44465 -0.43775 -3.09549
N -4.10699 1.52331 -4.49510
N 3.30536 -6.82281 0.05814
N -3.27120 0.31030 -1.09720
N 6.17647 -3.75359 -0.19553
N -1.91495 2.06222 6.57070
N 5.89593 -1.97137 1.23575
C -1.06760 4.19474 7.21062
C 4.01392 4.28878 -0.42252
C 1.39696 1.81780 5.04079
C -5.05448 4.61928 7.98390
C 3.80346 1.43023 2.39886
C -2.44534 6.34060 -1.48216
C -3.58492 -0.82813 -1.80433
C 3.67356 3.41342 -1.61029
C 0.65930 -0.94088 -0.31184
C -4.05125 -5.11067 -3.39906
C -4.38701 2.07023 2.83103
C -4.40505 -4.02435 -4.37862
C -0.23924 -3.43056 -3.66455
C -3.37492 3.95421 6.43897
C 0.18788 2.68798 -2.80010
C -4.23558 2.71822 -3.84305
C 2.21695 -6.03981 -0.23287
C -2.26740 3.27836 7.20831
C -1.62235 -7.23096 -0.14364
C -1.42331 5.39287 0.47449
C 5.38171 -2.99103 0.55333
C 1.98050 -2.70133 3.22851
C 4.42572 -4.53991 -2.94949
C -2.48797 -1.56830 2.18307
C 3.63091 -0.19204 -3.76519
C 4.31812 1.18434 -0.97022
C -0.44080 4.00743 2.26586
C -2.67862 -8.37088 -0.25108
C 2.76955 4.70553 0.38520
C -0.63795 0.17058 -6.32084
C 0.24313 0.93856 4.41212
C -1.68029 4.22739 1.42924
H -3.03523 0.63214 3.26333
H 5.02226 -5.12888 -4.84513
H 1.65707 2.72518 4.42880
H -0.29639 3.97082 7.95171
H 3.99397 -2.08609 3.81387
H 6.88860 -1.83228 1.04447
H -0.52782 -7.54007 -0.11512
H -1.61818 3.58646 -2.33429
H -4.66825 0.27954 1.80755
H -0.49970 2.92639 2.60518
H 1.16410 1.85453 -1.27602
H -3.73130 0.34950 -0.20300
H -1.56535 -2.09508 -4.54991
H -0.61989 -1.73381 -1.71272
H 4.58584 1.32877 -4.79678
H -2.64671 -8.90408 -1.18748
H 5.86792 -4.70371 -0.23720
H -2.60085 3.12779 8.24755
H -1.60681 1.73179 -7.22504
H 1.95414 0.69753 1.51287
H 2.34856 -1.29892 -2.48554
H -4.14940 0.66581 -3.90013
H -0.90553 -5.93576 -1.28941
H 1.42361 -2.73964 -0.85709
H 3.86724 0.21137 -0.92907
H 5.25448 2.66172 3.01295
H -4.96661 -4.52526 -5.18464
H 2.09541 2.38336 2.01476
H -3.77072 1.44359 -5.43761
H 7.17496 -3.68800 -0.18117
H -3.71831 -2.04457 -0.11594
H -3.99476 -2.92895 -1.63556
H -2.71874 1.37101 6.56549
H -2.54345 4.52800 2.06758
H 2.34771 1.27465 5.03036
H -0.55225 4.12861 6.22988
H -0.51331 4.44574 3.27647
H 3.71249 -6.68537 0.99921
H -3.07755 4.25981 5.40128
H -0.89779 -0.20762 -1.29282
H -1.43920 -0.04485 1.51235
H 1.67362 0.19002 -3.02196
H -3.45156 1.13743 -1.70315
H 0.51017 4.15057 1.75780
H -2.45298 -9.12950 0.52465
H -1.53176 6.25281 -2.05150
H -3.33616 6.36720 -2.10023
H -2.18335 -3.22622 -3.23789
H 0.21044 1.92441 -6.04281
H 4.82254 1.30185 -0.02395
H -5.77524 4.13223 7.35204
H -0.55444 5.05550 -0.09622
H 5.23841 -1.27564 1.63275
H 1.09212 2.15453 6.06928
H -1.38046 -3.15358 2.96997
H 0.57027 -2.68760 -5.41350
H 1.66733 -3.25531 -4.37779
H -4.40425 3.63027 -5.65629
H -0.47776 -1.40008 2.16568
H -5.53810 5.51191 8.40631
H 4.67111 3.73539 0.26837
H -2.88939 -5.03925 -1.74565
H 3.92003 -3.39444 -1.30097
H 4.19321 -2.55621 -2.65056
H 2.26930 -2.05126 0.45454
H 4.80887 -3.33643 -4.49083
H 2.95164 5.04345 1.39224
H 0.27589 -1.02842 4.59447
H 3.79128 3.46120 2.50781
H 4.46259 3.45238 -2.37862
H 1.24217 -5.29503 -1.87347
H 1.15623 0.69575 -5.44847
H -4.91159 4.51727 -4.33064
H 3.05804 1.75956 -4.24976
H 3.19718 -3.84471 2.19595
H -4.77497 3.94354 8.79484
H 2.74722 3.85851 -2.02957
H -3.31268 -5.77091 -3.85356
H 4.26270 5.93919 -1.62166
H 2.75639 -0.90312 3.76289
H -4.94602 -5.73860 -3.17418
H -3.49365 -3.59350 -4.86553
H 1.98431 3.90079 0.29260
H -1.38863 3.06428 -4.02676
H -2.38466 0.22943 -7.31475
H 2.29700 5.55632 -0.13454
H 0.48410 0.73654 3.38873
H -1.06092 1.70578 6.97820
H 5.64682 5.29282 -1.16435
H -1.72915 -6.70170 0.80704
H -2.53608 3.26998 -0.14181
H -3.64500 -7.81173 -0.04537
H -2.49189 2.40657 1.14081
H 2.66693 -6.16016 -2.21501
H -0.20619 2.61621 -0.78205
H -5.74124 1.54685 1.43292
H -2.89719 2.01197 4.20645
H -2.94542 -3.44082 2.76281
H -2.33609 7.41627 -1.07354
H -0.72096 1.51718 4.36975
H 4.01974 -6.72463 -0.69467
H -1.36635 5.20873 7.44829
H -4.14538 3.34691 6.02434
H -4.89248 -3.21471 -3.77878
H -1.28918 6.38632 1.01744
H 5.04588 1.30765 -1.76211
H 1.57373 -4.42461 2.37350
*
```

- E_HOMO: -9.0 eV


Record 2
Here is a single C5H12N2 molecule in a non-equilibrium geometry from the OMol25 dataset. Energies are from ωB97M-V with the def2-TZVPD basis set.

The geometry in ORCA input format:
```
! RIJCOSX wB97M-V def2-TZVPD def2/J DEFGRID3
* xyz 0 1
N -1.50843 1.37850 0.37907
N 1.29543 1.50340 0.13238
C 0.65200 0.23873 -0.09998
C 1.46389 -1.03486 0.32284
C 0.06823 0.05472 -1.45616
C -1.64545 -1.03676 0.25406
C -0.84180 0.19493 -0.07249
H -0.99047 2.21268 0.13062
H -1.65146 1.35897 1.38596
H 0.01703 -0.91205 -1.92986
H 1.44933 1.64560 1.12518
H 0.14565 0.88331 -2.14396
H -2.70344 -0.83922 0.09212
H 1.50674 -1.00367 1.41539
H -1.38735 -1.87488 -0.38930
H -1.50280 -1.35179 1.29101
H 0.98717 -1.96398 0.02962
H 2.46681 -1.01226 -0.10294
H 2.17892 1.55863 -0.36356
*
```

- E_HOMO: -8.2 eV
- ΔE to the lowest compared entry with this formula, charge and spin: 1.500 eV


Record 3
Here is a single C6H8F2 molecule in a non-equilibrium geometry from the OMol25 dataset. Energies are from ωB97M-V with the def2-TZVPD basis set.

The geometry in ORCA input format:
```
! RIJCOSX wB97M-V def2-TZVPD def2/J DEFGRID3
* xyz 0 1
F 0.31660 -2.00114 0.06008
F 1.28889 1.41257 0.03657
C -1.31104 1.30432 0.02716
C 1.29807 0.10394 -0.15258
C 2.79840 -0.53600 -0.00777
C -2.42631 -0.85092 -0.12130
C 0.10955 -0.63784 -0.00989
C -1.28510 -0.10728 0.06933
H 3.21064 0.10992 0.80529
H -0.91959 1.54157 1.15365
H -3.39132 -0.17028 -0.20806
H -2.63533 -1.93285 0.19528
H 3.08165 -0.26388 -1.00606
H -2.35504 1.78225 -0.14043
H -0.60561 1.89330 -0.79251
H 2.82554 -1.64768 0.09125
*
```

- E_HOMO: -8.4 eV
- ΔE to the lowest compared entry with this formula, charge and spin: 2.717 eV


Record 4
Here is a single C2H4N4O2 molecule in a non-equilibrium geometry from the OMol25 dataset. Energies are from ωB97M-V with the def2-TZVPD basis set.

The geometry in ORCA input format:
```
! RIJCOSX wB97M-V def2-TZVPD def2/J DEFGRID3
* xyz 0 1
O -0.72019 -0.34100 -1.39043
O 0.84551 -2.55221 0.44810
N 0.34839 0.88120 0.29474
N 1.24254 -0.78273 1.43883
N 0.85250 0.62234 1.45906
N -0.35995 2.01530 -0.21995
C 0.68947 -1.25521 0.42894
C 0.11260 -0.34039 -0.34943
H -1.41121 0.61784 -1.17811
H -1.44863 1.87055 -0.10203
H -0.23350 -2.97873 0.18253
H 0.08245 2.24303 -1.01225
*
```

- E_HOMO: -8.5 eV
- ΔE to the lowest compared entry with this formula, charge and spin: 5.775 eV


Record 5
Here is a molecular structure, HNO3S in a non-equilibrium geometry from the OMol25 dataset. Energies are from ωB97M-V with the def2-TZVPD basis set.

The geometry in ORCA input format:
```
! RIJCOSX wB97M-V def2-TZVPD def2/J DEFGRID3
* xyz 0 1
S -0.13637 1.12125 -0.36552
O -0.25754 1.68571 0.98126
O 2.05558 -1.20877 0.08480
O -1.32504 0.05694 -0.64388
N 0.91604 -0.83244 0.14939
H -1.25267 -0.82270 -0.20606
*
```

- E_HOMO (spin up / spin down): -8.6 / -9.3 eV
- ΔE to the lowest compared entry with this formula, charge and spin: 0.514 eV


Record 6
Here is a single C20H16BrF3N4O2 molecule in a non-equilibrium geometry from the OMol25 dataset. Energies are from ωB97M-V with the def2-TZVPD basis set.

The geometry in ORCA input format:
```
! RIJCOSX wB97M-V def2-TZVPD def2/J DEFGRID3
* xyz 0 1
Br 5.56016 -3.04416 2.87624
F 6.14716 0.92213 6.83608
F 5.18974 2.65889 5.75806
F 4.01843 1.61830 6.98197
O 3.29879 -1.62186 1.65706
O -2.53001 2.54514 -3.12303
N -3.64713 0.63043 -2.62974
N 3.23263 0.38990 3.01765
N -1.18596 0.20359 -0.85762
N -5.40477 -1.07012 -3.99930
C -4.94168 1.13116 -3.23385
C 4.54971 0.42950 4.99422
C -4.12358 -1.62294 -3.43018
C -0.11137 -0.27729 -0.26604
C 3.71362 -0.79563 2.68494
C 2.26593 -0.52240 -0.14891
C 1.14396 0.00798 -0.84209
C -1.20330 0.94457 -2.03114
C 5.03741 1.36365 6.15520
C 2.21702 -1.18416 1.05597
C -2.48413 1.38948 -2.66709
C -5.24918 0.35328 -4.46442
C 5.07081 -0.79965 4.73425
C 3.65308 1.06921 4.07323
C -3.65798 -0.81561 -2.22421
C 4.68109 -1.39726 3.50938
C -0.12166 -0.83531 1.00705
C 0.07772 1.34434 -2.50357
C 0.98954 -1.32213 1.66143
C 1.27974 0.84141 -1.93267
H -2.73945 -1.22157 -1.97338
H 2.33889 1.16265 -2.21691
H -4.23303 -1.03173 -1.37641
H -6.11650 0.82179 -4.95978
H -4.88885 2.20595 -3.57907
H 3.21449 -0.52553 -0.60968
H 5.74764 -1.34628 5.32612
H 3.18911 2.02627 4.26735
H 0.85815 -1.96966 2.53138
H -1.08385 -0.89728 1.37494
H 0.04744 2.16607 -3.23928
H -4.38829 0.42170 -5.11750
H -5.69003 1.06754 -2.47715
H -6.21778 -1.15783 -3.31042
H -4.14472 -2.71500 -3.04950
H -3.35903 -1.54152 -4.23952
*
```

- E_HOMO: -8.4 eV
- ΔE to the lowest compared entry with this formula, charge and spin: 0.000 eV


| no. | E (Eh) |
| --- | --- |
| 1 | -4486.2862 |
| 2 | -307.1742 |
| 3 | -433.0232 |
| 4 | -447.8902 |
| 5 | -679.1330 |
| 6 | -4014.7832 |